# 1
ORCA calculation (ωB97M-V/def2-TZVPD) on C19H21NO3 in the gas phase.

```
44
Properties=species:S:1:pos:R:3:lowdin_charge:R:1
C -0.88952 -4.85568 0.56909 0.001
C -1.23480 -3.55015 -0.11755 -0.548
O -1.65810 -3.47578 -1.25054 0.055
N -1.03072 -2.46134 0.66002 0.078
C -1.26006 -1.10534 0.19158 -0.257
C -2.49819 -0.52892 0.89969 -0.093
C -3.05740 0.71277 0.26007 -0.239
C -3.32043 1.84470 1.02231 -0.065
C -3.85321 2.98307 0.44329 -0.085
C -4.13452 3.00499 -0.91119 -0.095
C -3.89246 1.87728 -1.67706 -0.079
C -3.36349 0.73943 -1.09538 -0.031
C 0.01381 -0.30382 0.34583 -0.153
C 0.07072 0.95962 0.91513 -0.018
C 1.28495 1.61213 1.01910 0.015
C 2.46827 1.03520 0.58124 -0.196
C 2.42452 -0.24069 0.00346 -0.187
C 1.19316 -0.87796 -0.10773 0.059
O 3.48677 -0.95334 -0.46937 -0.027
C 4.75169 -0.32444 -0.55057 -0.173
C 4.68221 1.01199 -1.28798 -0.125
C 4.37308 2.15227 -0.30548 -0.188
O 3.64281 1.72959 0.82501 -0.068
H 0.15934 -4.85907 0.85786 0.080
H -1.07689 -5.67959 -0.11291 0.082
H -1.49933 -4.98212 1.46102 0.081
H -0.65312 -2.57087 1.58745 0.153
H -1.47952 -1.21457 -0.87784 0.140
H -3.26818 -1.30651 0.86652 0.131
H -2.26195 -0.33847 1.94919 0.121
H -3.11423 1.83546 2.08452 0.112
H -4.04999 3.85348 1.05233 0.101
H -4.54742 3.89322 -1.36604 0.099
H -4.12157 1.88213 -2.73265 0.103
H -3.19772 -0.13911 -1.70086 0.116
H -0.81907 1.45367 1.26352 0.091
H 1.34220 2.59323 1.46524 0.123
H 1.18340 -1.85575 -0.56489 0.133
H 5.36845 -1.04002 -1.09940 0.127
H 5.17502 -0.18635 0.45268 0.135
H 5.62577 1.21657 -1.79274 0.115
H 3.89939 0.93984 -2.04648 0.124
H 5.29849 2.55689 0.11291 0.126
H 3.83782 2.96240 -0.82238 0.128
```

As for the spin multiplicity: 1. Its SMILES is CC(=O)N[C@@H](Cc1ccccc1)c1ccc2c(c1)OCCCO2. The LUMO energy is 0.7939 eV. The energy relative to the best compared isomer or geometry (same formula, charge and spin) comes out at 1.1945 eV.

# 2
ORCA calculation (ωB97M-V/def2-TZVPD) on C19H21NO3 in the gas phase.

```
44
Properties=species:S:1:pos:R:3:lowdin_charge:R:1
C -4.62603 4.03063 -0.42971 -0.050
C -3.51358 3.58795 0.47366 -0.229
C -3.28751 4.26693 1.66199 -0.054
C -2.26537 3.89242 2.51607 -0.084
C -1.48199 2.80157 2.20188 -0.023
C -1.71481 2.09640 1.02642 -0.180
N -0.89582 0.97257 0.76745 0.139
C -1.34559 -0.26859 0.48538 -0.449
O -2.50614 -0.59535 0.38848 0.087
C -0.20561 -1.29010 0.31020 -0.045
O 0.69908 -0.95587 -0.73974 0.028
C 1.73150 -0.16312 -0.46494 -0.506
O 1.88715 0.39758 0.59427 0.097
C 2.69207 -0.10221 -1.62395 -0.068
C 3.87207 -1.04680 -1.31837 -0.128
C 3.35934 -2.42926 -1.02228 -0.247
C 3.17306 -2.84546 0.28956 -0.048
C 2.63441 -4.09022 0.56372 -0.080
C 2.27655 -4.93484 -0.47297 -0.091
C 2.46394 -4.53059 -1.78368 -0.079
C 3.00001 -3.28469 -2.05543 -0.040
C -2.70127 2.50268 0.12630 -0.157
C -2.86824 1.80231 -1.18559 -0.031
H -4.23037 4.44973 -1.35511 0.084
H -5.26846 3.19063 -0.68656 0.086
H -5.22852 4.79366 0.05653 0.074
H -3.91627 5.10693 1.91956 0.106
H -2.09053 4.44076 3.42938 0.101
H -0.69189 2.47991 2.86466 0.113
H 0.08212 1.06569 1.02660 0.118
H -0.63766 -2.25305 0.03459 0.140
H 0.34736 -1.37936 1.25269 0.138
H 2.17603 -0.42599 -2.52696 0.125
H 3.05616 0.91873 -1.74031 0.128
H 4.41978 -0.65859 -0.45806 0.121
H 4.54017 -1.06211 -2.18119 0.120
H 3.44901 -2.18683 1.10154 0.118
H 2.49251 -4.40084 1.58865 0.104
H 1.85388 -5.90540 -0.25969 0.101
H 2.18875 -5.18661 -2.59644 0.103
H 3.14215 -2.97165 -3.08018 0.116
H -3.54971 0.95857 -1.07670 0.088
H -1.91384 1.40706 -1.52973 0.083
H -3.25924 2.47511 -1.94332 0.073
```

As for the spin multiplicity: 1. Its SMILES is Cc1cccc(NC(=O)COC(=O)CCc2ccccc2)c1C. The LUMO energy is 0.7375 eV. The energy relative to the best compared isomer or geometry (same formula, charge and spin) comes out at 0.0332 eV.

# 3
ORCA calculation (ωB97M-V/def2-TZVPD) on C19H21NO4S in the gas phase at a distorted geometry.

```
46
Properties=species:S:1:pos:R:3:lowdin_charge:R:1
C -5.97027 -0.14324 -1.22515 -0.083
O -5.15210 0.81628 -0.60530 -0.116
C -3.90948 0.43434 -0.15856 -0.182
C -3.45975 -0.87671 -0.20666 0.035
C -2.21196 -1.25731 0.27144 -0.173
C -1.37875 -0.28987 0.81282 -0.166
C -1.81430 1.02437 0.85939 0.054
C -3.05930 1.41624 0.38458 -0.190
O -3.32068 2.74814 0.53171 -0.070
C -4.38950 3.35899 -0.15563 -0.078
C -0.02192 -0.65099 1.35858 -0.154
N 0.43091 -1.96129 0.94668 -0.233
S 1.14808 -1.93249 -0.57867 0.650
O 1.27774 -3.29294 -1.01562 -0.286
O 0.52097 -0.99323 -1.46691 -0.269
C 2.75756 -1.31695 -0.13108 -0.133
C 3.16701 -0.14135 -0.58953 -0.075
C 4.43602 0.52442 -0.33868 -0.217
C 5.43214 -0.03309 0.46578 -0.027
C 6.62250 0.63585 0.67350 -0.078
C 6.84290 1.87157 0.08498 -0.083
C 5.86311 2.43679 -0.71477 -0.079
C 4.67102 1.77022 -0.92453 -0.032
C -0.59389 -2.97778 1.08609 -0.191
C -1.77382 -2.69185 0.16061 -0.120
H -6.25597 -0.94096 -0.53153 0.096
H -6.86392 0.39670 -1.53615 0.095
H -5.48709 -0.57970 -2.10501 0.099
H -4.09161 -1.64440 -0.62470 0.110
H -1.17953 1.79345 1.27165 0.132
H -4.26654 4.42769 0.02180 0.092
H -5.35879 3.03518 0.22858 0.090
H -4.34315 3.16185 -1.22895 0.097
H 0.72412 0.07213 1.02150 0.118
H -0.04354 -0.63118 2.45634 0.139
H 3.30472 -1.98903 0.50237 0.093
H 2.47221 0.38664 -1.23262 0.114
H 5.27049 -0.99493 0.92647 0.107
H 7.38530 0.19315 1.29693 0.104
H 7.77522 2.39084 0.24927 0.103
H 6.03055 3.39897 -1.17567 0.104
H 3.90817 2.21135 -1.54930 0.114
H -0.13055 -3.93227 0.83409 0.115
H -0.90910 -2.98998 2.13350 0.135
H -2.60456 -3.36469 0.38480 0.123
H -1.45069 -2.87894 -0.86842 0.117
```

As for the spin multiplicity: 1. Its SMILES is COc1cc2c(cc1OC)CN(S(=O)(=O)/C=C/c1ccccc1)CC2. The LUMO energy is 0.0973 eV. The energy relative to the best compared isomer or geometry (same formula, charge and spin) comes out at 2.8589 eV.

# 4
ORCA calculation (ωB97M-V/def2-TZVPD) on C19H21NO5 in the gas phase.

```
46
Properties=species:S:1:pos:R:3:lowdin_charge:R:1
C 1.79487 -3.54224 -0.33896 -0.099
C 1.14201 -2.48264 -1.21943 -0.194
C 2.03863 -1.34387 -1.61161 -0.148
C 3.42509 -1.45646 -1.58877 -0.032
C 4.24949 -0.39136 -1.90067 -0.083
C 3.70251 0.83461 -2.23711 -0.090
C 2.32939 0.97023 -2.28412 -0.026
C 1.50310 -0.11027 -1.99717 -0.184
N 0.10682 0.10609 -2.04935 0.142
C -0.80553 -0.65625 -2.69728 -0.459
O -0.55858 -1.60261 -3.40334 0.099
C -2.25012 -0.18418 -2.46031 -0.046
O -2.39544 0.58815 -1.27254 0.006
C -2.18084 -0.06749 -0.12134 -0.444
O -1.91444 -1.23584 -0.06096 0.144
C -2.27816 0.87834 1.06079 -0.103
C -1.10327 1.87912 1.04853 -0.232
C 0.03624 1.01258 1.58391 -0.072
C -0.69610 0.63032 2.86294 -0.164
C -2.06706 0.12631 2.39535 -0.091
C -3.02345 0.68093 3.44239 -0.442
O -4.12631 0.30375 3.69962 0.147
O -2.43532 1.72628 4.04673 0.076
C -1.16597 1.97398 3.45507 -0.219
C -1.29949 2.86849 2.20323 -0.055
H 2.53714 -4.11577 -0.88846 0.069
H 1.03345 -4.23357 0.01361 0.073
H 2.27203 -3.08719 0.52709 0.077
H 0.76219 -2.95289 -2.13166 0.115
H 0.26785 -2.08241 -0.69762 0.095
H 3.87352 -2.39698 -1.31307 0.104
H 5.32158 -0.51577 -1.87114 0.102
H 4.33793 1.67615 -2.46763 0.101
H 1.88413 1.91770 -2.55499 0.111
H -0.20540 1.00768 -1.71518 0.137
H -2.88534 -1.07387 -2.42017 0.143
H -2.57258 0.45977 -3.28076 0.142
H -3.24475 1.38521 1.00524 0.173
H -0.95369 2.36219 0.08469 0.142
H 0.95070 1.57293 1.76960 0.131
H 0.26050 0.14866 0.96130 0.119
H -0.17714 -0.02403 3.55838 0.158
H -2.16741 -0.95010 2.26613 0.162
H -0.53067 2.40267 4.22978 0.159
H -2.27010 3.36234 2.18383 0.133
H -0.52201 3.63131 2.18544 0.124
```

As for the spin multiplicity: 1. Its SMILES is CCc1ccccc1NC(=O)COC(=O)[C@@H]1[C@@H]2C[C@@H]3[C@H]1C(=O)O[C@@H]3C2. The LUMO energy is 0.4044 eV. The energy relative to the best compared isomer or geometry (same formula, charge and spin) comes out at 0.0980 eV.

Gap between HOMO and LUMO
In order: 9.133 9.351 7.951 9.345
Unit: eV